## 1
13
Properties=species:S:1:pos:R:3:lowdin_charge:R:1 method="wB97M-V/def2-TZVPD" e_homo_ha=-0.31044 mol_weight_da=94.11 lumo_ha=0.04133 orbital_gap_ev=9.57
C 0.887 -0.673 0.010 -0.07
H -0.791 -0.442 2.152 0.15
O -1.028 -1.681 0.438 -0.06
C -0.902 0.443 -0.084 -0.16
H 2.378 1.032 -0.571 0.10
C 1.360 0.686 -0.403 -0.04
C 0.233 1.407 -0.382 -0.04
C -0.438 -0.940 -0.662 -0.22
C -0.553 -0.493 1.067 -0.15
H -0.604 -1.319 -1.673 0.15
H -1.931 0.780 -0.177 0.13
H 1.251 -1.278 0.783 0.11
H 0.138 2.477 -0.498 0.10


## 2
13
Properties=species:S:1:pos:R:3:lowdin_charge:R:1 method="wB97M-V/def2-TZVPD" e_homo_ha="-0.33312 / -0.29872" mol_weight_da=94.11 lumo_ha="-0.02561 / -0.03376" orbital_gap_ev="8.37 / 7.21"
H 0.954 0.877 1.927 0.13
C -1.281 -1.098 -2.101 0.17
H 2.138 1.116 0.613 0.13
H -1.640 1.140 -0.691 0.12
C 1.178 0.663 0.870 -0.19
H -1.657 -0.216 -2.634 0.03
C 1.156 -0.871 0.764 -0.07
C -0.654 -0.820 -0.941 -0.34
H 1.640 -1.453 1.540 0.11
C -0.964 0.515 -0.110 -0.15
C 0.324 -1.340 -0.126 0.04
H -1.411 0.234 0.851 0.14
O 0.216 1.253 0.039 -0.11


Quick one: least stable of them? 2


## 1
25
Properties=species:S:1:pos:R:3:lowdin_charge:R:1 method="wB97M-V/def2-TZVPD" e_homo_ha=-0.14574 charge=-1 mol_weight_da=165.21 lumo_ha=0.11244 orbital_gap_ev=7.03
C -1.804 1.430 -2.072 -0.08
C -0.598 1.264 -1.420 -0.27
H -3.286 -1.532 -1.636 0.09
H 0.762 -2.585 2.499 0.07
H 0.256 3.094 -2.150 0.07
C -2.563 -0.742 -1.467 -0.11
H 0.405 -0.109 -0.061 0.09
C -2.825 0.478 -2.062 -0.10
C -1.352 -0.944 -0.794 -0.09
H 1.154 0.415 2.257 0.09
H 0.965 -1.938 0.852 0.07
C 0.510 2.288 -1.458 -0.04
C 0.732 -1.677 1.891 -0.15
H -3.791 0.728 -2.486 0.09
H -1.953 2.326 -2.647 0.10
H -0.340 -1.463 1.901 0.05
H 0.621 2.806 -0.513 0.08
O 3.578 -0.081 1.217 -0.10
O 3.627 -1.699 2.785 -0.09
C 3.083 -0.791 2.119 -0.78
H -1.322 -1.830 -0.173 0.09
C 1.593 -0.568 2.483 -0.21
H 1.551 -0.641 3.569 0.09
C -0.375 0.029 -0.794 -0.03
H 1.373 1.743 -1.838 0.09


## 2
25
Properties=species:S:1:pos:R:3:lowdin_charge:R:1 method="wB97M-V/def2-TZVPD" e_homo_ha=-0.15392 charge=-1 mol_weight_da=165.21 lumo_ha=0.11841 orbital_gap_ev=7.41
C -0.107 -0.438 1.125 -0.04
H -1.671 -1.868 1.331 0.10
C -0.601 -1.702 1.382 -0.10
H 1.319 1.795 1.350 0.09
H -2.160 0.690 -3.382 0.08
H 3.184 -1.114 1.591 0.10
C -1.148 1.087 -3.109 -0.14
O -3.310 1.976 -1.639 -0.07
C 1.554 -2.568 1.850 -0.13
H -0.660 0.458 0.839 0.08
H 1.633 1.229 -0.234 0.07
C -2.312 1.874 -0.912 -0.73
C 1.301 -0.285 1.097 -0.26
H -0.135 1.651 -1.300 0.07
C 2.131 -1.362 1.489 -0.07
H 2.972 1.116 1.104 0.07
H -1.301 2.094 -3.495 0.06
H -0.446 -3.669 1.932 0.10
H -0.965 0.246 -1.061 0.06
H 2.136 -3.409 2.261 0.09
H -0.254 0.637 -3.567 0.06
C 1.929 1.052 0.804 -0.05
C 0.179 -2.770 1.823 -0.12
O -2.212 2.105 0.321 -0.11
C -1.057 1.173 -1.600 -0.21


Quick one: least stable of them? 2


## 1
20
Properties=species:S:1:pos:R:3:lowdin_charge:R:1 method="wB97M-V/def2-TZVPD" e_homo_ha=-0.34290 mol_weight_da=125.17 lumo_ha=0.03177 orbital_gap_ev=10.20
H -0.424 -1.293 2.760 0.11
H -0.704 0.652 -2.629 0.13
H -0.619 -1.582 0.279 0.19
C 1.233 -1.304 -0.526 -0.09
H -2.304 0.910 -0.974 0.10
H -1.392 -0.841 -1.635 0.10
C -0.443 -0.415 -2.118 -0.12
O -0.584 2.074 -0.166 0.01
C 0.500 -0.055 -1.037 -0.34
C -1.722 1.153 -0.089 0.00
H 2.293 -1.318 -0.058 0.15
C 0.419 -1.152 0.770 -0.38
H 1.681 0.325 1.275 0.16
H 0.176 -0.958 -2.874 0.10
C 0.543 0.156 1.333 -0.14
C -0.202 0.851 0.150 -0.38
N 0.582 -1.133 2.323 0.10
H 1.036 -2.092 -1.111 0.06
H -2.207 1.370 0.817 0.09
H 1.092 0.761 -1.676 0.18


## 2
20
Properties=species:S:1:pos:R:3:lowdin_charge:R:1 method="wB97M-V/def2-TZVPD" e_homo_ha="-0.30093 / -0.29774" mol_weight_da=125.17 lumo_ha="-0.01729 / -0.02100" orbital_gap_ev="7.72 / 7.53"
H -2.184 2.291 -1.263 0.08
C -1.003 -1.689 -0.641 0.00
H -1.469 0.743 -1.708 0.07
C -1.289 1.673 -1.175 -0.09
C -1.172 -0.948 0.444 -0.09
H 2.293 -1.029 1.970 0.09
H -0.500 2.244 -1.688 0.08
H -1.792 -1.262 1.273 0.11
H 1.343 -2.031 0.900 0.08
H -1.576 -2.595 -0.781 0.06
N 1.898 0.686 -0.556 0.20
C -0.393 0.325 0.829 -0.54
C 2.031 -1.189 0.924 -0.03
C 1.382 0.041 0.377 -0.25
H 1.372 1.455 -0.960 0.06
H 2.941 -1.404 0.370 0.09
O 0.255 0.301 1.972 -0.03
C -0.933 1.474 0.242 -0.06
H -0.930 2.360 0.872 0.12
H -0.273 -1.445 -1.400 0.07


## 3
20
Properties=species:S:1:pos:R:3:lowdin_charge:R:1 method="wB97M-V/def2-TZVPD" e_homo_ha="-0.25427 / -0.25428" mol_weight_da=125.17 lumo_ha="-0.00923 / -0.00922" orbital_gap_ev="6.67 / 6.67"
H 1.743 1.862 0.905 0.11
H 1.123 2.094 -0.764 0.10
C -2.155 -1.334 -0.134 0.01
C -2.357 -0.019 -0.353 -0.62
H 1.627 -2.089 1.378 0.07
C 1.671 -0.579 -0.868 -0.01
H -2.939 -2.130 -0.299 0.07
H 0.113 2.921 0.587 0.12
H 2.245 0.256 -1.296 0.09
H 0.122 -1.450 2.124 0.08
H -1.137 -1.599 0.038 -0.01
H 2.257 -1.454 -0.606 0.08
H 0.981 -0.912 -1.583 0.07
C 0.831 -1.365 1.318 0.07
H -1.445 1.729 -0.463 0.12
C 0.887 -0.354 0.460 -0.30
O -3.275 0.633 -0.830 -0.03
C 0.016 0.838 0.302 -0.23
N -1.146 0.841 -0.217 0.21
C 0.837 2.112 0.300 0.01


Quick one: least stable of them? 1


## 1
20
Properties=species:S:1:pos:R:3:lowdin_charge:R:1 method="wB97M-V/def2-TZVPD" e_homo_ha=-0.30684 mol_weight_da=125.17 lumo_ha=0.03972 orbital_gap_ev=9.43
H 2.225 -0.229 -0.964 0.08
N -1.363 0.807 1.218 0.08
H -1.021 -2.108 1.446 0.10
C 0.984 0.837 1.030 -0.04
H -1.886 -2.264 -1.043 0.13
C 1.252 -0.587 -1.324 0.00
C -0.816 -1.422 0.643 -0.01
H -2.255 0.483 0.864 0.09
H -1.394 0.584 2.205 0.09
C -1.317 -1.474 -0.587 -0.16
H 1.429 1.983 -0.931 0.11
H 0.723 1.435 1.877 0.09
H -0.226 2.281 -0.285 0.11
O -1.099 -0.390 -1.344 0.00
C -0.263 -0.054 0.749 -0.45
C 0.055 0.189 -0.701 -0.45
H 1.982 0.393 1.125 0.11
H 1.233 -1.681 -1.244 0.09
C 0.597 1.565 -0.345 -0.06
H 1.160 -0.349 -2.389 0.10


## 2
20
Properties=species:S:1:pos:R:3:lowdin_charge:R:1 method="wB97M-V/def2-TZVPD" e_homo_ha=-0.32469 mol_weight_da=125.17 lumo_ha=0.03364 orbital_gap_ev=9.75
C -1.178 0.652 -0.083 -0.29
C 0.798 1.429 0.317 -0.26
C -0.439 0.799 1.298 -0.04
H -0.480 2.514 -0.031 0.11
H -0.311 -0.069 1.955 0.08
O 1.351 -0.932 -0.823 -0.12
H -0.391 -0.444 -1.993 0.19
H -2.273 0.923 -0.197 0.14
H 1.377 2.328 0.589 0.13
H -0.862 -2.774 -1.782 0.12
C 0.141 -1.345 -0.292 -0.46
H 0.367 -1.831 0.741 0.18
H -1.156 1.760 1.669 0.16
C 1.805 0.202 0.157 -0.08
H 2.116 -0.206 1.215 0.13
N -0.241 1.693 -0.677 0.00
C -0.801 -0.552 -0.911 -0.23
C -1.065 -2.114 -0.867 0.02
H -1.640 -2.459 -0.021 0.08
H 2.883 0.425 -0.263 0.13


## 3
20
Properties=species:S:1:pos:R:3:lowdin_charge:R:1 method="wB97M-V/def2-TZVPD" e_homo_ha=-0.28262 mol_weight_da=125.17 lumo_ha=0.03551 orbital_gap_ev=8.66
H -0.069 1.808 1.895 0.08
C -1.101 0.017 2.160 -0.02
H -1.394 -2.206 -3.380 0.08
C -0.441 -0.921 -1.669 -0.38
H -0.907 -0.197 -4.935 0.12
C -0.566 -0.369 -3.881 -0.14
C 0.003 0.791 2.122 -0.29
H -2.122 0.476 2.138 0.08
N 0.098 0.660 -3.108 -0.03
C -1.025 -1.289 -3.014 -0.02
C 1.304 0.170 2.205 -0.16
H 2.033 0.620 3.044 0.11
H 1.217 -1.029 2.412 0.13
O -0.622 -1.542 -0.544 0.04
H 0.350 1.607 -3.543 0.16
H -0.999 -1.042 2.216 0.05
H -0.674 -0.904 0.213 0.07
C 0.084 0.314 -1.731 -0.08
H 1.839 0.325 1.175 0.09
H 0.533 0.953 -0.970 0.11


Quick one: least stable of them? 2


## 1
9
Properties=species:S:1:pos:R:3:lowdin_charge:R:1 method="wB97M-V/def2-TZVPD" e_homo_ha=-0.35000 mol_weight_da=108.04 lumo_ha=0.01913 orbital_gap_ev=10.04
O 1.507 -1.782 0.298 0.21
H -1.315 1.425 -1.666 0.12
O 0.347 -3.468 1.300 0.23
C 0.915 -2.590 0.852 -0.44
F -0.832 2.746 0.336 -0.03
C -0.265 1.540 0.191 -0.11
H 0.448 1.389 1.032 0.13
F -0.230 -0.231 -1.327 0.05
C -0.575 0.970 -1.015 -0.16


## 2
9
Properties=species:S:1:pos:R:3:lowdin_charge:R:1 method="wB97M-V/def2-TZVPD" e_homo_ha=-0.40481 mol_weight_da=108.04 lumo_ha=0.02801 orbital_gap_ev=11.78
O -2.377 0.152 -0.112 0.18
H 0.244 -0.775 -1.569 0.21
C 0.010 -0.656 -0.408 -0.12
F 0.149 -1.855 0.222 0.03
H 1.014 0.104 1.436 0.19
F 1.862 0.972 -0.252 0.04
C 0.750 0.485 0.411 -0.21
C -1.204 0.290 -0.073 -0.45
O -0.448 1.283 0.345 0.14


Quick one: least stable of them? 2


## 1
9
Properties=species:S:1:pos:R:3:lowdin_charge:R:1 method="wB97M-V/def2-TZVPD" e_homo_ha=-0.37470 mol_weight_da=93.51 lumo_ha=0.02891 orbital_gap_ev=10.98
O -0.383 0.083 1.831 -0.06
H -0.255 1.287 -2.219 0.08
C 0.398 0.273 -0.614 -0.75
H -1.001 -1.154 0.313 0.12
Cl 2.142 0.573 -0.726 0.59
N -0.434 0.612 -1.456 0.08
H 0.744 -1.438 0.745 0.09
C -0.034 -0.693 0.671 -0.22
H -1.178 0.456 1.454 0.07


## 2
9
Properties=species:S:1:pos:R:3:lowdin_charge:R:1 method="wB97M-V/def2-TZVPD" e_homo_ha=-0.37261 mol_weight_da=93.51 lumo_ha=0.03052 orbital_gap_ev=10.97
H 0.583 1.656 0.691 0.11
C 0.320 0.618 0.377 -0.03
H 0.130 -0.121 1.199 0.11
H -0.859 -1.719 -2.095 0.02
O -0.891 0.765 -0.417 -0.12
H 1.049 0.098 -0.289 0.09
N -0.404 -1.211 -1.341 0.07
C -1.133 -0.130 -1.286 -0.94
Cl -2.269 0.234 -2.564 0.69


Quick one: least stable of them? 1